77
Properties=species:S:1:pos:R:3:forces:R:3:lowdin_charge:R:1 method="wB97M-V/def2-TZVPD" de_lowest_kcal_mol=0.0 orbital_gap_ev=4.344 energy_ev=-80580.3203 charge=-2 largest_force_ev_per_a=0.8
Cd 1.413 0.789 -1.481 0.102 0.599 -0.229 1.09
C -2.602 -4.099 1.320 0.031 0.001 -0.014 -0.05
O -2.960 -3.270 2.432 -0.052 -0.011 0.014 -0.11
C -3.798 -2.235 2.090 0.008 -0.018 0.008 -0.25
C -5.146 -2.313 2.391 0.007 -0.021 0.001 -0.02
C -5.995 -1.259 2.080 0.009 0.021 -0.006 -0.10
C -5.476 -0.120 1.483 -0.016 -0.009 0.002 -0.10
C -4.121 -0.027 1.204 0.023 -0.005 0.008 -0.02
C -3.263 -1.088 1.488 -0.010 0.003 -0.031 -0.17
N -1.887 -1.043 1.272 0.080 0.069 -0.008 0.16
C -1.188 -0.552 0.166 -0.062 0.169 -0.027 -0.34
N -1.973 -0.207 -0.887 -0.065 -0.225 -0.037 0.15
C -1.640 0.067 -2.246 -0.033 0.205 0.030 -0.21
C -0.380 0.430 -2.714 0.064 -0.003 -0.222 -0.19
C -0.312 0.746 -4.078 -0.005 -0.204 -0.042 -0.19
C -1.399 0.685 -4.938 -0.017 -0.018 -0.014 -0.10
C -2.639 0.307 -4.444 0.027 0.009 0.017 -0.05
C -2.750 0.013 -3.101 -0.013 0.045 0.039 -0.26
O -3.998 -0.334 -2.567 0.022 -0.007 0.021 -0.14
C -4.819 0.800 -2.345 0.017 -0.018 0.011 -0.09
N 0.089 -0.428 0.186 -0.175 -0.242 0.194 0.07
C 0.789 -0.860 1.323 -0.017 -0.083 0.269 -0.28
C 1.270 0.056 2.255 -0.044 0.081 -0.034 -0.03
C 2.009 -0.364 3.349 0.011 -0.042 -0.009 -0.09
C 2.286 -1.713 3.528 0.007 0.017 -0.012 -0.10
C 1.820 -2.636 2.603 -0.016 -0.002 -0.008 -0.02
C 1.075 -2.218 1.510 -0.034 0.052 0.092 -0.28
O 0.582 -3.165 0.644 0.016 -0.040 -0.092 -0.12
C 1.212 -3.135 -0.650 -0.063 -0.090 -0.018 -0.07
H -1.978 -4.895 1.718 0.011 0.009 -0.004 0.09
H -2.029 -3.542 0.577 -0.017 -0.015 0.003 0.08
H -3.501 -4.521 0.864 -0.002 -0.006 0.001 0.09
H -5.512 -3.215 2.864 -0.001 0.002 -0.001 0.12
H -7.051 -1.328 2.309 0.000 0.002 -0.001 0.09
H -6.123 0.716 1.248 -0.003 -0.003 0.000 0.10
H -3.708 0.880 0.781 0.002 0.004 -0.008 0.12
H -1.326 -1.585 1.911 0.012 -0.013 -0.006 0.14
H -2.930 -0.522 -0.820 0.008 -0.033 0.029 0.10
H 0.647 1.026 -4.500 -0.006 0.029 0.002 0.01
H -1.279 0.917 -5.990 -0.003 0.005 -0.004 0.09
H -3.517 0.236 -5.076 0.001 -0.008 -0.004 0.11
H -5.744 0.445 -1.892 -0.004 -0.002 0.000 0.08
H -5.041 1.313 -3.285 -0.009 0.000 0.000 0.08
H -4.331 1.512 -1.670 0.006 0.004 -0.002 0.09
H 1.076 1.108 2.078 0.026 -0.017 -0.022 0.10
H 2.381 0.367 4.055 0.007 0.010 0.000 0.10
H 2.872 -2.046 4.375 -0.002 0.000 0.002 0.09
H 2.025 -3.695 2.706 -0.001 -0.003 0.005 0.11
H 0.772 -3.945 -1.227 -0.014 0.009 -0.008 0.09
H 2.287 -3.299 -0.551 -0.108 -0.054 0.017 0.07
H 1.040 -2.185 -1.154 0.003 -0.080 -0.012 0.03
Te 2.742 -1.912 -4.044 -0.223 -0.003 -0.006 -0.22
Te 4.529 -3.422 -5.365 0.074 0.027 0.045 -0.43
Te 6.101 0.788 -2.944 -0.024 0.112 0.056 -0.28
Te 3.551 0.735 -3.827 -0.017 -0.091 0.017 -0.21
C 5.901 -2.478 -0.060 0.075 -0.021 -0.043 -0.10
C 4.854 -2.222 -1.142 -0.034 -0.032 0.136 -0.32
C 3.865 -1.251 -0.687 -0.268 0.384 0.012 -0.31
N 3.086 -0.484 -0.322 0.583 -0.521 -0.266 0.13
H 6.677 -3.132 -0.459 -0.013 -0.007 0.006 0.07
H 5.457 -2.953 0.815 -0.007 -0.007 0.035 0.07
H 6.365 -1.542 0.249 0.018 0.015 -0.038 0.07
H 4.325 -3.129 -1.442 0.034 0.026 0.013 0.08
H 5.304 -1.808 -2.051 0.019 0.014 0.046 -0.01
C 1.512 2.674 -0.359 0.130 0.022 0.060 -0.15
C 1.567 3.719 0.267 -0.064 0.013 0.019 -0.23
C 1.638 4.947 0.996 0.011 -0.009 0.010 -0.28
C 0.586 5.871 0.965 0.000 0.000 0.007 -0.05
C 0.657 7.057 1.678 0.003 0.002 0.000 -0.11
C 1.779 7.355 2.440 -0.004 0.005 -0.001 -0.13
C 2.832 6.449 2.477 -0.001 -0.001 0.001 -0.11
C 2.765 5.262 1.766 0.008 0.001 0.001 -0.05
H -0.287 5.638 0.368 -0.002 0.000 0.000 0.11
H -0.170 7.756 1.637 -0.002 0.000 0.000 0.09
H 1.835 8.283 2.996 -0.001 0.001 0.001 0.08
H 3.716 6.670 3.063 0.000 -0.001 0.000 0.09
H 3.586 4.558 1.788 0.000 -0.003 -0.004 0.11